{
  "formula": "CH2INO2S",
  "method": "ωB97M-V with the def2-TZVPD basis set",
  "mol_weight_g_mol": 219.00,
  "multiplicity": 1,
  "e_homo_ev": -8.79,
  "orbital_gap_ev": 7.4456,
  "lumo_energy_ev": -1.348,
  "species": ["C", "N", "O", "O", "S", "I", "H", "H"],
  "positions_angstrom": [[0.17201, -0.22310, -0.06213], [-2.60625, -0.44059, 1.93917], [-3.72424, -0.70306, 2.10436], [-2.04660, -1.51331, 0.51407], [-0.58856, -1.61762, 0.59813], [-1.08200, -1.15368, 3.49834], [1.26666, -0.26165, -0.13002], [-0.29896, 0.79960, -0.43964]],
  "atomic_forces_ev_per_a": [[-1.734, -0.517, 0.237], [-4.163, 1.146, 0.674], [2.734, 0.536, 0.023], [-0.913, -0.993, -1.414], [3.490, 3.130, -2.303], [0.462, -0.428, 1.535], [-0.459, -0.225, 0.266], [0.582, -2.649, 0.981]]
}

***

{
  "formula": "CHF3S2",
  "method": "ωB97M-V with the def2-TZVPD basis set",
  "mol_weight_g_mol": 134.15,
  "multiplicity": 1,
  "e_homo_ev": [-8.95, -9.24],
  "orbital_gap_ev": [8.5466, 7.5154],
  "lumo_energy_ev": [-0.404, -1.722],
  "species": ["C", "F", "F", "F", "S", "S", "H"],
  "positions_angstrom": [[1.40382, -0.44315, -0.58088], [1.81959, 0.10880, -1.75665], [1.63215, -1.76740, -0.58031], [1.85026, 0.27398, 0.46169], [-2.00023, 0.86734, 1.35250], [-1.50374, 0.64638, -0.45270], [-3.20184, 0.31406, 1.55636]],
  "atomic_forces_ev_per_a": [[-0.317, 0.619, -1.130], [-0.279, -0.789, 1.653], [0.343, 1.585, 0.523], [0.049, -1.391, -1.010], [0.168, 0.817, 2.275], [0.408, -0.409, -1.939], [-0.372, -0.432, -0.372]]
}

***

Values for energy above the lowest of the compared OMol25 structures with the same formula, charge and spin, kJ/mol, ordered as above
200.0 211.7
Values for calculated total energy, a.u., ordered as above
-940.23992 -1134.57690
Values for largest force on an atom, eV/A, ordered as above
5.223 2.423